(1)
82
Properties=species:S:1:pos:R:3:forces:R:3:lowdin_charge:R:1 method="wB97M-V/def2-TZVPD" e_homo_ev=-8.26 orbital_gap_ev=6.8 total_charge=0
C 10.96852 -3.04323 -0.63545 -0.009 -0.001 0.004 -0.11
H -2.34931 6.31072 -4.60215 -0.002 -0.004 0.003 0.11
H 8.77123 -2.74697 -0.40504 0.003 -0.001 -0.002 0.10
C 3.58333 4.63405 0.72031 0.016 -0.028 0.043 -0.14
H -4.52906 6.56525 -3.39165 0.000 0.004 -0.001 0.14
H 3.37838 9.33787 -2.88582 -0.002 -0.001 0.004 0.09
N -6.85066 -9.15593 0.68817 0.000 0.010 -0.015 0.00
C -3.46304 -0.88437 1.20263 0.110 -0.060 0.112 -0.27
H 8.76804 -2.77200 -2.91286 -0.001 -0.010 -0.001 0.13
C 1.40082 9.14726 -1.98078 0.017 -0.009 -0.024 -0.14
C -6.58912 -5.89191 3.33533 0.020 -0.013 0.004 -0.12
H 2.65753 3.50793 3.67378 0.005 -0.001 -0.002 0.10
O -1.92424 0.04104 4.48837 0.014 -0.099 -0.126 -0.42
C 6.20808 -0.69029 -1.87962 -0.001 0.007 0.020 -0.11
H -9.35769 -8.01701 -1.04254 0.004 0.001 0.001 0.09
C -3.50343 6.34684 -1.56161 0.000 -0.013 0.009 -0.14
H -1.73713 6.02533 -0.32257 -0.004 -0.008 -0.006 0.09
H 5.94059 -0.45456 0.32157 0.002 0.005 -0.003 0.11
H 2.17347 1.83846 1.60964 0.007 0.030 -0.022 0.03
H 3.78555 6.88850 -1.80259 -0.001 0.003 0.002 0.08
N 4.62819 0.58162 -1.00325 -0.029 -0.039 0.004 0.01
N -3.65720 6.42033 -2.91745 0.015 0.014 -0.001 0.00
H 4.05279 1.04728 -0.32612 0.090 0.009 0.074 0.11
C 2.88637 7.47863 -1.73591 -0.017 -0.002 -0.009 -0.12
C 2.88649 3.68020 2.63557 -0.010 0.000 -0.010 -0.10
I 0.38895 -0.47047 2.17853 0.010 0.045 0.011 0.97
H -0.44101 5.96910 -2.71329 -0.001 0.000 -0.025 0.08
C -7.90292 -5.49280 3.70286 -0.001 0.004 -0.001 -0.11
H -2.63420 -1.46473 0.79244 -0.058 0.023 -0.088 0.10
H 3.72727 1.28877 -2.80947 0.000 -0.002 0.003 0.10
C -7.89303 -8.28021 0.55169 -0.021 -0.005 0.013 -0.14
C 5.46367 -0.09853 -2.93576 -0.004 -0.003 0.002 -0.11
C 10.85855 -3.05026 -2.88106 0.012 -0.002 0.010 -0.14
H 2.97485 3.01089 -0.47484 -0.059 0.067 -0.022 0.13
H -3.72851 -0.11132 0.48633 -0.032 0.007 0.043 0.12
C 2.67556 8.76356 -2.30580 -0.013 0.000 -0.002 -0.11
H -5.15780 -1.39868 2.44669 -0.014 0.080 -0.059 0.07
H -4.34663 6.43418 -0.89814 0.003 -0.002 -0.002 0.11
H -6.23057 -9.19929 1.47514 -0.003 -0.003 0.004 0.14
H -8.56395 -3.58799 4.65164 0.003 -0.003 0.002 0.11
H 11.02639 -3.08153 -3.94386 -0.002 -0.001 0.003 0.10
C -2.44202 6.27428 -3.53042 -0.012 0.017 0.015 -0.13
H -8.81185 -6.05890 3.58350 0.002 0.001 0.002 0.09
C 3.48560 4.83905 2.07016 -0.004 -0.011 0.000 -0.09
N 9.60291 -2.87683 -2.36706 0.001 0.001 -0.011 0.00
H 3.97061 5.26105 -0.06347 0.008 0.005 0.009 0.10
O -2.96104 -0.13421 2.33734 0.024 0.022 0.080 -0.38
N 3.06863 3.39563 0.44710 -0.007 0.010 -0.088 0.00
C -6.78455 -9.96982 -0.40972 -0.005 -0.011 -0.001 -0.14
H 0.85044 10.04116 -2.21891 0.003 -0.001 0.004 0.11
H -6.02864 -10.73154 -0.49444 -0.002 0.003 0.001 0.10
H 1.47704 6.24298 -0.52225 0.014 0.014 0.021 0.10
H 11.33954 -3.08356 0.37496 -0.002 0.002 -0.003 0.09
H 12.79484 -3.30066 -1.90811 -0.003 0.001 -0.001 0.09
H -5.37256 -1.78887 0.74614 0.041 -0.032 -0.006 0.08
C 5.66895 -0.25141 -0.69999 -0.003 0.004 -0.015 -0.13
C 1.73169 7.12585 -1.08458 0.026 -0.003 -0.010 -0.16
H -6.29663 -6.82202 2.87784 0.009 0.007 -0.001 0.07
C -7.80846 -4.24092 4.24983 -0.008 -0.002 -0.013 -0.14
H -8.11256 -7.55070 1.31243 0.005 0.012 -0.014 0.09
H -6.12957 -3.00050 4.56667 -0.001 -0.009 0.027 0.14
C -4.64669 -1.77342 1.55927 -0.055 -0.065 -0.081 -0.08
H -4.34362 -2.80281 1.74803 -0.003 0.025 0.067 0.06
H 3.80367 5.72404 2.59494 0.009 -0.007 -0.002 0.10
C 4.49507 0.68044 -2.36170 -0.006 -0.006 -0.012 -0.14
C -8.50243 -8.53880 -0.64692 0.008 0.000 0.002 -0.11
H 5.62122 -0.22725 -3.99348 -0.001 0.003 0.003 0.09
N -6.49180 -3.87171 4.22575 0.002 0.029 -0.002 0.01
C -1.49815 6.10234 -2.55419 0.012 -0.028 0.009 -0.12
H -0.10384 8.14165 -0.89276 -0.020 -0.011 -0.053 0.13
C -2.17276 6.14609 -1.30193 0.013 0.014 0.009 -0.12
O -1.08014 -1.64740 2.85012 0.005 -0.070 0.013 -0.98
C -5.74100 -4.87093 3.67184 0.011 0.007 -0.016 -0.15
C 11.73013 -3.15749 -1.83037 -0.007 0.005 -0.005 -0.11
H -4.67404 -4.77298 3.56535 0.000 -0.015 0.015 0.10
C -7.79797 -9.61200 -1.25807 0.005 0.002 0.005 -0.11
H 7.05168 -1.35331 -1.96916 0.009 0.017 0.001 0.07
C 9.65992 -2.87079 -1.00017 0.001 -0.006 -0.006 -0.15
N 0.83938 8.14789 -1.23817 -0.022 0.017 0.059 0.01
S -2.36053 -0.98279 3.57324 -0.092 0.083 0.036 0.76
H -8.01162 -10.06808 -2.21021 0.002 0.001 0.002 0.09
C 2.63602 2.81152 1.60853 -0.006 -0.023 0.011 -0.16



(2)
84
Properties=species:S:1:pos:R:3:forces:R:3:lowdin_charge:R:1 method="wB97M-V/def2-TZVPD" e_homo_ev=-6.85 orbital_gap_ev=6.6 e_above_lowest_kj_mol=0.0 total_charge=0
H 0.39034 -2.60171 -0.46919 0.003 0.000 -0.004 0.06
C -3.45193 -1.27199 5.12301 -0.005 0.010 0.001 -0.08
H 3.53885 1.86403 2.03758 -0.011 0.008 -0.023 0.12
H 6.12314 1.71410 -3.15678 0.016 -0.004 0.016 0.08
H 4.30050 4.08233 1.24842 0.013 0.006 0.013 0.08
C -2.35345 -3.55762 1.26542 0.019 -0.021 -0.017 -0.11
H -3.71657 -5.10156 0.66140 -0.011 -0.006 0.001 0.10
H 0.19777 1.84318 -3.12191 0.014 0.001 -0.020 0.06
C -2.41667 -1.61503 4.26560 0.001 0.003 -0.009 -0.12
Ge -0.58243 -1.30785 2.04688 -0.174 -0.554 -0.276 0.86
C 1.20352 -1.22417 4.35069 0.000 0.020 0.007 -0.11
H 3.18866 0.95152 -3.62472 0.020 0.015 -0.002 0.08
H 1.59972 -3.39976 1.79007 -0.003 -0.008 -0.014 0.09
H 2.57786 3.87661 0.88281 -0.005 -0.002 0.002 0.08
S -2.50607 1.47504 -0.38751 -0.017 -0.006 -0.122 0.86
H -2.94603 3.61430 -1.32255 -0.003 -0.002 -0.002 0.08
C 2.91130 -3.22100 3.46921 0.007 -0.005 0.012 -0.09
H 3.75446 3.73510 -0.40264 -0.005 0.003 0.010 0.06
C 0.01956 0.13677 0.90042 0.305 0.965 -0.094 -0.39
N 3.91934 1.14569 -1.69192 0.059 -0.079 -0.036 0.04
H -2.46392 -5.64609 -1.40039 -0.002 -0.008 -0.005 0.10
F 1.64623 2.87123 -3.75857 -0.031 -0.045 -0.064 0.07
H -0.82900 3.51300 -2.27256 0.007 0.003 0.038 0.10
H -2.81435 -0.65873 -4.49452 0.004 0.003 0.005 0.12
F 1.55991 3.23081 -1.50748 -0.211 -0.017 0.130 0.09
Pt -0.40168 0.64356 -0.86685 0.121 -0.442 0.528 0.68
H -1.84887 3.16735 -3.65854 0.012 0.014 0.003 0.14
H -1.83454 -1.81332 -2.63694 0.008 0.021 0.004 0.11
C 3.70384 2.03718 0.97328 0.020 -0.022 0.039 -0.22
H 4.71332 1.66775 0.76346 -0.003 0.010 0.030 0.11
C -1.51729 2.78109 -2.68808 0.040 0.015 -0.036 -0.24
C -1.21620 0.65533 -3.94149 -0.039 -0.030 -0.019 -0.19
H 1.83065 1.00887 0.72978 0.106 -0.027 -0.027 0.03
C 2.84548 0.81999 -0.98296 0.029 0.166 0.170 -0.72
H 4.03951 -2.83735 5.25299 0.009 -0.003 0.006 0.10
C 0.92941 -1.87204 3.14739 0.056 0.016 -0.077 -0.28
C -2.01340 -0.74815 3.24868 0.044 0.062 -0.010 -0.28
B 1.84729 3.85533 -2.73597 0.056 -0.116 -0.134 -1.28
H -1.35660 1.23548 -4.86092 -0.004 -0.015 0.001 0.13
C -3.68897 0.83192 3.98978 0.005 0.009 -0.012 -0.08
C -0.94669 -4.16820 -1.04249 0.012 0.010 -0.016 -0.10
C 3.17198 -2.56735 4.66478 0.004 -0.010 -0.007 -0.10
N -2.29991 -0.93998 -2.44172 -0.035 -0.049 -0.127 -0.10
N -0.74537 1.53865 -2.86453 0.019 0.109 0.016 -0.23
H -4.26979 -1.53550 -1.85777 -0.005 0.010 0.007 0.12
C -2.81104 -4.56019 0.41788 -0.002 0.004 -0.003 -0.09
H -4.53411 0.74004 -1.32625 -0.002 -0.004 -0.004 0.07
H 4.47287 -0.19390 -3.20490 -0.016 -0.007 -0.016 0.11
H -3.63077 2.33777 -2.30883 0.008 -0.019 0.013 0.06
H -2.92138 -3.32575 2.15907 -0.011 0.004 0.014 0.09
C 1.79651 -2.87450 2.71782 -0.022 -0.019 0.004 -0.10
H -2.95969 -1.77791 -0.70669 0.012 -0.025 0.000 0.09
C 5.16322 1.80562 -3.67019 -0.004 -0.013 -0.024 -0.07
C -2.65492 0.48263 3.13016 0.013 0.008 -0.032 -0.11
S 1.63037 -0.18459 -1.72666 -0.066 -0.110 -0.005 0.66
C -1.19597 -2.83902 0.96969 -0.059 -0.043 0.083 -0.29
H -0.41738 -0.06688 -4.12572 0.000 -0.001 -0.004 0.11
C -0.50005 -3.16091 -0.19806 -0.025 0.016 -0.006 -0.14
C -2.49701 -0.10133 -3.60326 -0.003 -0.034 0.060 -0.20
N 2.74476 1.19519 0.27709 -0.250 -0.061 0.007 0.00
H -1.91203 -2.56632 4.39787 0.007 -0.004 0.001 0.11
H -4.17282 1.79510 3.88850 -0.005 0.009 -0.003 0.10
C -4.09253 -0.04813 4.98241 -0.003 -0.004 0.013 -0.09
C -3.34061 -1.09228 -1.46279 0.050 -0.052 0.016 -0.26
H -4.20440 -0.04995 0.19958 -0.005 0.006 0.008 0.08
H 4.59151 1.76187 -1.26103 -0.061 0.007 -0.030 0.13
F 3.17783 4.26365 -2.75257 0.147 0.080 -0.002 0.12
H -4.89733 0.22275 5.65365 -0.004 0.000 0.002 0.10
H -3.30310 0.60426 -3.39487 -0.006 -0.011 -0.014 0.10
C -3.76647 0.20536 -0.76622 -0.048 0.055 0.037 -0.38
C 2.31519 -1.56901 5.10668 -0.013 0.001 0.003 -0.09
H 2.51266 -1.05929 6.04118 0.000 0.005 0.008 0.10
H -3.75533 -1.95629 5.90501 0.000 -0.005 0.005 0.10
C -2.73337 2.64772 -1.77747 -0.027 0.052 0.019 -0.38
H 0.54033 -0.44365 4.70748 0.000 0.013 -0.004 0.10
C 3.58035 3.52151 0.65109 0.046 0.007 0.017 -0.07
H -2.33622 1.18591 2.36921 -0.017 0.014 0.015 0.06
C 4.13880 0.84159 -3.10436 -0.023 0.016 -0.020 -0.26
C -2.10962 -4.86544 -0.73945 -0.009 -0.003 0.007 -0.09
F 0.97057 4.91189 -2.94522 -0.074 0.113 -0.023 0.13
H 4.80076 2.82887 -3.58257 0.007 0.008 -0.003 0.07
H 5.32967 1.58666 -4.72367 0.012 -0.002 -0.017 0.08
H 3.57471 -4.00326 3.12273 0.006 -0.004 -0.004 0.10
H -0.38688 -4.40856 -1.93894 -0.003 -0.001 0.000 0.10



(3)
101
Properties=species:S:1:pos:R:3:forces:R:3:lowdin_spin:R:1 method="wB97M-V/def2-TZVPD" e_homo_ev="-2.02 / -2.02" orbital_gap_ev="5.6 / 4.4" e_above_lowest_kj_mol=158.8 spin_multiplicity=2 total_charge=-2 s_squared=0.797
H 1.08708 0.84262 5.48627 -0.006 -0.003 0.006 0.00
H 4.38304 -1.45532 -0.79100 0.004 -0.007 -0.001 0.00
C 3.79980 2.24908 -2.33042 0.005 -0.030 0.015 0.01
H 0.30032 0.81219 -5.22874 0.005 0.005 0.000 0.00
C 0.37712 4.75658 2.31276 0.001 -0.016 0.015 0.00
H -1.71197 -1.50630 -5.54899 0.006 -0.003 0.006 0.00
C 3.27937 -1.14142 2.46922 -0.041 0.008 0.019 0.00
C -1.76009 3.28501 0.75909 0.019 0.007 -0.053 0.00
F 2.80909 2.43094 4.64850 -0.020 -0.004 -0.007 0.00
H -1.88348 -0.13686 -4.42782 -0.009 -0.007 -0.026 0.00
H -2.63858 2.63202 0.71504 0.008 -0.006 -0.004 0.00
F -3.38400 -2.21764 2.69666 -0.002 0.004 -0.019 0.00
H 0.37843 -2.92960 -5.45694 -0.008 0.014 -0.006 0.00
C 1.34124 -4.60474 -0.85296 0.000 -0.002 0.033 0.00
C -2.02916 1.55320 -1.85645 -0.039 0.023 0.002 0.00
N -0.39884 -0.94178 4.90587 0.060 -0.033 -0.102 0.00
F 7.94105 2.31688 -1.79833 -0.018 -0.003 -0.004 0.04
C 6.06818 1.64569 -3.06720 -0.005 -0.017 -0.007 -0.02
H -0.21771 3.30904 -3.03024 0.030 -0.037 -0.032 0.00
H -1.58014 -2.48875 4.06942 -0.005 0.003 0.003 0.00
C -1.47623 -1.14342 -4.54247 0.011 0.002 0.011 0.00
H 4.24126 -0.88149 2.92560 0.003 -0.007 -0.008 0.00
H 1.67015 -2.54790 -4.30357 -0.001 -0.004 -0.006 0.00
N -0.86297 2.23918 -1.32404 -0.009 0.020 -0.022 0.00
C 6.61676 2.28880 -1.96542 0.002 0.002 0.028 0.13
H 1.24269 -5.59790 -0.40576 0.003 0.000 0.002 0.00
H 2.80465 1.25702 1.25055 0.010 0.000 0.002 0.00
H 3.50725 0.85817 -0.32740 -0.030 -0.174 0.208 0.00
C 1.49582 2.76419 -1.80192 0.014 -0.251 0.120 0.06
H 4.15179 -2.73778 0.40517 -0.003 0.000 0.000 0.00
N 0.41285 -2.99414 4.67891 -0.005 -0.008 0.025 0.00
N 2.50700 2.12731 -2.61205 0.065 0.270 -0.188 0.47
H -1.99685 -3.71588 -0.90581 -0.003 0.000 0.003 0.00
H -1.06501 -4.55740 -2.15864 -0.005 -0.011 0.007 0.00
O 0.25557 -0.62283 -2.99892 -0.018 0.378 0.364 0.00
F 6.32773 3.51438 0.01638 -0.021 -0.028 -0.015 -0.02
H 1.52480 2.36229 -0.77810 -0.006 0.028 -0.010 0.02
H 0.13438 -3.20059 -3.71348 0.012 0.011 -0.012 0.00
H -2.76947 1.39003 -1.07451 0.001 -0.013 0.011 0.00
C 4.70652 1.62531 -3.24184 -0.010 0.000 0.015 0.11
C 1.00140 2.63567 3.14921 0.022 0.012 -0.042 0.00
H 3.07722 -2.19891 2.65041 -0.001 -0.007 -0.014 0.00
H -1.95595 -1.78926 -3.80483 -0.005 0.002 0.005 0.00
H 4.54857 0.94192 1.11498 0.010 0.006 0.018 0.00
H -1.94920 4.04957 -1.26730 0.006 0.008 0.005 0.00
H 5.34988 -1.45925 0.69987 -0.004 0.001 0.015 0.00
H 2.49359 -0.55663 2.95316 0.019 0.000 0.006 0.00
C -1.21854 3.48495 -0.65403 -0.006 0.016 0.015 0.00
F 4.22461 1.00596 -4.30983 0.001 0.002 0.004 0.03
F 6.88297 1.05987 -3.95370 -0.003 -0.003 -0.003 -0.02
N 1.54310 0.01460 5.85788 0.026 -0.010 0.023 0.00
C 3.26319 -0.84487 0.96556 0.088 0.338 -0.126 0.00
C 4.36178 -1.67278 0.27877 -0.009 -0.016 -0.001 0.00
H 2.46903 -0.01436 5.43983 -0.007 0.009 -0.013 0.00
C 0.03406 -1.11832 -4.28728 -0.029 -0.167 -0.035 0.00
C 4.41908 2.88762 -1.21428 0.008 0.173 -0.053 0.12
F -5.18005 -2.17102 0.75129 0.033 0.045 -0.009 0.00
O 0.24413 -2.51137 -1.24727 -0.266 0.151 0.170 0.00
C -0.00350 -3.54126 0.96092 0.004 0.074 -0.001 0.00
C 0.10915 2.47584 -2.37670 0.009 0.076 -0.036 0.00
H 1.78297 -0.13263 -5.08717 0.007 0.000 -0.001 0.00
C 2.22224 4.57990 3.86165 0.026 -0.007 -0.014 0.00
H 0.57752 -0.55374 -6.33150 -0.006 -0.001 0.009 0.00
C 1.38655 5.33046 3.05578 0.004 -0.006 -0.002 0.00
C 0.11979 -3.73412 -0.54750 0.198 -0.030 -0.083 0.00
C 0.09131 3.34858 2.29225 0.063 0.039 -0.109 0.00
F -5.32869 -0.63191 2.70238 0.031 -0.028 -0.041 0.00
O 2.00372 -1.15680 0.46274 -0.467 -0.092 -0.101 0.00
H -2.12147 4.25516 1.11879 -0.016 -0.009 0.020 0.00
C 3.55972 0.64931 0.74538 -0.097 -0.173 -0.018 0.00
H -0.32246 4.10598 -0.57652 -0.007 -0.009 -0.001 0.00
C -0.64086 -2.18690 4.50164 -0.052 -0.054 0.011 0.00
C 0.58684 -2.54153 -4.45498 0.000 -0.010 0.001 0.00
C 5.78562 2.90616 -1.04355 -0.009 0.035 -0.003 -0.02
F -3.06228 0.37576 2.48752 0.001 -0.117 -0.180 0.00
H 0.18809 1.57567 -2.98427 -0.008 -0.017 0.079 0.00
H -2.50940 2.13936 -2.66415 -0.010 0.004 0.012 0.00
H -0.04395 -4.50920 1.46693 0.000 0.003 0.010 0.00
H -1.72657 0.58491 -2.25358 -0.002 0.019 0.034 0.00
F 1.57436 6.66562 2.98944 -0.002 -0.010 0.006 0.00
O -2.66296 -1.20487 0.27174 -0.846 -0.295 -0.168 0.00
H -0.92316 -3.00126 1.19991 -0.017 -0.048 -0.040 0.00
N -0.79378 2.65428 1.62418 -0.002 -0.061 0.221 0.00
Rb -0.53150 -0.18775 1.13650 1.032 0.575 0.223 0.00
N 1.35671 -2.24499 5.21116 0.002 -0.005 0.017 0.00
H 1.70335 3.83615 -1.71578 0.022 0.038 0.023 0.02
F 3.19990 5.15391 4.60784 -0.021 -0.001 0.020 0.00
N 0.83994 -1.05515 5.31370 -0.019 0.002 -0.009 0.00
H -1.34454 -5.34139 -0.58571 -0.006 0.001 -0.003 0.00
H 1.45810 -4.71376 -1.93401 -0.004 -0.003 -0.001 0.00
H 0.85847 -2.98075 1.31788 0.020 0.019 0.087 0.00
C -1.15426 -4.38573 -1.08322 0.013 -0.021 -0.008 0.00
Te -3.96143 -0.91741 1.44667 -0.676 -0.140 0.169 0.00
F 0.88708 1.27489 3.19268 0.062 0.244 0.101 0.00
H 2.23821 -4.12777 -0.45132 0.001 -0.001 -0.002 0.00
F -4.82827 0.45934 0.50307 0.026 -0.037 0.022 0.00
Ge 1.48912 -1.24205 -1.63152 0.803 -0.684 -0.499 0.01
C 2.00570 3.20875 3.88246 0.039 -0.012 -0.017 0.00
F -0.32328 5.60775 1.50859 -0.001 0.008 0.008 0.00
C 0.71559 -0.19512 -5.30562 -0.010 0.023 0.030 0.00
F 3.68393 3.47874 -0.27596 0.036 0.041 -0.102 0.04



Max |F| for the records above, in order: 0.0033, 0.0198, 0.0234 Eh/bohr